Record 1
{"formula": "C6H4CoN2O5S", "method": "ωB97M-V with the def2-TZVPD basis set", "homo_lumo_gap_ha": [0.325, 0.246], "e_above_lowest_kcal_mol": 0.0, "total_energy_ev": -67947.0168, "total_charge": 2, "fmax_ev_per_a": 7.60, "spin_multiplicity": 4, "elements": ["Co", "S", "O", "O", "O", "O", "O", "N", "N", "C", "C", "C", "C", "C", "C", "H", "H", "H", "H"], "positions_angstrom": [[-0.00003, -0.01291, -0.37679], [-0.00016, 0.00382, 2.15850], [-0.00216, -2.98898, 0.03346], [2.99239, -0.00109, 0.02670], [0.00198, 3.00134, 0.03258], [0.00021, 0.00348, -3.34158], [-2.98928, 0.00298, 0.02626], [0.00002, -1.14621, 4.54338], [0.00002, 1.14623, 4.54313], [-0.00133, -1.84588, -0.13400], [-0.00001, -0.00004, 3.88718], [0.00125, 1.85927, -0.12816], [1.84490, -0.00772, -0.14130], [-1.84802, -0.00521, -0.14147], [0.00012, -0.00800, -2.19753], [0.00000, -1.92773, 3.88698], [0.00000, -1.20642, 5.54543], [0.00000, 1.20670, 5.54597], [0.00000, 1.92708, 3.88747]]}

Record 2
{"formula": "C16H33ClFN4O6P2S", "method": "ωB97M-V with the def2-TZVPD basis set", "homo_lumo_gap_ha": 0.282, "total_energy_ev": -80018.7507, "total_charge": 1, "fmax_ev_per_a": 2.64, "elements": ["Cl", "S", "P", "P", "F", "O", "O", "O", "O", "O", "O", "N", "N", "N", "N", "C", "C", "C", "C", "C", "C", "C", "C", "C", "C", "C", "C", "C", "C", "C", "C", "H", "H", "H", "H", "H", "H", "H", "H", "H", "H", "H", "H", "H", "H", "H", "H", "H", "H", "H", "H", "H", "H", "H", "H", "H", "H", "H", "H", "H", "H", "H", "H", "H"], "positions_angstrom": [[-2.31564, 0.62099, 3.67958], [0.50075, 1.11236, 2.33537], [0.57572, -2.41116, 2.09721], [-2.27392, 0.12641, 1.67127], [3.33580, 1.06738, 1.12499], [5.74322, -2.06036, 0.79846], [-2.56475, -1.48867, 1.69548], [-0.15083, -0.39494, -2.52513], [-4.04088, -2.14013, -1.58781], [-3.72209, 4.74537, -0.24981], [-3.31993, 2.98646, 1.06357], [-0.40681, -3.62633, 2.16683], [7.94745, -2.56351, 0.89754], [-0.18669, -1.52342, -0.41351], [7.24945, -0.58584, -0.04923], [-0.30294, 0.83807, -0.44528], [-0.69779, -0.41900, -1.23051], [1.12959, 1.35550, -0.73878], [-0.04216, -1.19384, 0.80657], [-4.03565, 3.69650, 0.17971], [-1.07537, 3.30967, 0.02410], [-1.98432, -3.04044, -2.47851], [-0.44077, 0.25518, 1.00550], [3.04602, -0.02708, 0.35382], [-1.23848, 2.02510, -0.80870], [2.25735, 0.30682, -0.89960], [6.90442, -1.75597, 0.56357], [-2.22086, -0.70273, -1.46413], [-5.33682, 3.04166, -0.19781], [-1.97743, 3.44593, 1.24930], [-2.61848, -2.16658, -1.37441], [-2.47203, -2.59737, -0.38636], [1.86928, -2.79331, 1.67211], [-1.49315, -3.89228, -2.00365], [-6.13839, 3.58945, 0.28118], [8.90696, -2.33657, 0.71651], [-4.33190, -3.06063, -1.53675], [-2.01261, 4.50422, 1.49239], [-1.22451, -2.52247, -3.05606], [0.68106, -1.63134, 3.26280], [-1.33741, 4.13185, -0.62885], [0.03879, -2.44655, -0.77439], [3.99679, -0.44679, 0.04123], [7.72906, -3.43204, 1.35035], [-0.17718, 0.51214, -2.85637], [-1.58296, 2.97210, 2.13825], [-0.97871, 2.29755, -1.82941], [2.58680, -0.81629, 0.94718], [-5.34710, 2.02797, 0.19532], [1.07805, 1.88120, -1.68473], [-2.88877, -0.11295, -0.83867], [-3.45197, -1.56825, 1.30651], [1.49390, 0.27971, 2.69381], [-2.29418, 1.77438, -0.82735], [-0.05771, 3.50339, 0.34848], [-2.74335, -3.44851, -3.13166], [-5.44060, 2.97341, -1.27088], [6.50730, 0.03645, -0.30736], [-2.43543, -0.40439, -2.48146], [1.46932, 2.06630, -0.00179], [1.93923, -0.62909, -1.34346], [-0.79431, -3.65655, 3.10692], [2.97285, 0.73302, -1.59542], [8.19573, -0.32119, -0.24806]]}

Record 3
{"formula": "C29H42CrN3OS2SbSi3", "method": "ωB97M-V with the def2-TZVPD basis set", "homo_lumo_gap_ha": [0.215, 0.186], "e_above_lowest_kcal_mol": 31.1, "total_energy_ev": -117540.3273, "total_charge": -2, "fmax_ev_per_a": 0.68, "spin_multiplicity": 5, "elements": ["Sb", "Cr", "S", "S", "Si", "Si", "Si", "O", "N", "N", "N", "C", "C", "C", "C", "C", "C", "C", "C", "C", "C", "C", "C", "C", "C", "C", "C", "C", "C", "C", "C", "C", "C", "C", "C", "C", "C", "C", "C", "C", "H", "H", "H", "H", "H", "H", "H", "H", "H", "H", "H", "H", "H", "H", "H", "H", "H", "H", "H", "H", "H", "H", "H", "H", "H", "H", "H", "H", "H", "H", "H", "H", "H", "H", "H", "H", "H", "H", "H", "H", "H", "H"], "positions_angstrom": [[2.60844, 1.38680, 0.22072], [0.47643, -0.35365, -0.11145], [-1.24518, -1.66679, 0.89126], [1.85181, -2.27694, 0.09127], [2.65189, 1.65086, -4.06062], [0.28519, 1.74738, 2.85743], [4.64768, -0.65444, -3.33824], [-3.05065, 2.12753, -0.38186], [-0.88761, 1.13549, -0.30416], [1.18902, -1.07262, 3.35784], [0.71343, -0.34443, -2.40051], [-1.15894, -4.12729, 2.07722], [-0.25824, 3.44082, 2.23656], [-0.45565, -2.42352, -2.78258], [0.83847, 2.14662, -4.17222], [2.95447, 0.02700, -3.29067], [1.84933, -2.21139, -3.38000], [-1.97369, 1.60569, -0.33593], [-0.57127, -5.32020, 2.46901], [-0.40361, -1.10583, -2.39226], [5.94905, 0.72105, -3.29917], [0.75081, -5.57836, 2.12101], [0.88103, -3.42595, 0.99811], [5.12120, -1.66147, -4.89001], [-0.45911, -3.16523, 1.34332], [1.65295, -2.07792, 4.08755], [1.66698, 3.24873, -0.30564], [5.05958, -1.74807, -1.86013], [3.42155, -0.58763, 2.70097], [2.99068, -2.42601, 4.16093], [1.45841, -4.63542, 1.39224], [1.42230, 0.71465, 1.76536], [-1.28072, 0.91376, 3.46026], [3.23952, 1.62050, -5.87465], [3.89294, -1.63675, 3.46022], [1.33539, 2.15403, 4.38331], [3.61894, 3.15593, -3.39687], [1.85543, -0.83502, -2.99612], [0.73234, -2.98863, -3.25576], [2.03940, -0.35404, 2.61272], [-1.78195, 0.40064, 2.63994], [4.34313, -2.55497, -1.71581], [-1.30797, -0.60368, -2.06366], [2.72553, 0.83082, -6.42805], [6.05983, -2.18029, -1.97957], [2.73898, -2.62348, -3.83276], [-1.05414, 0.16353, 4.21680], [-0.89677, 3.85037, 3.02595], [-1.14181, -6.04416, 3.04104], [3.30864, -3.27907, 4.74601], [2.49305, -4.81722, 1.12346], [6.94181, 0.27517, -3.18828], [0.57467, 4.12982, 2.09056], [4.79383, -1.14603, -5.79613], [2.03679, 4.04516, 0.34156], [3.10350, 4.07497, -3.69378], [1.22925, -6.50564, 2.41793], [5.95683, 1.32797, -4.20697], [0.27684, 1.39489, -4.73131], [4.65671, -2.64995, -4.88738], [3.73479, 3.17224, -2.31342], [-0.84522, 3.40480, 1.32152], [0.78772, 2.81328, 5.06293], [-2.18800, -3.91419, 2.34451], [0.90597, -2.64745, 4.63372], [-1.95493, 1.66855, 3.87814], [5.04254, -1.15951, -0.93974], [2.26017, 2.65722, 4.08810], [1.60364, 1.24759, 4.92954], [1.92913, 3.47833, -1.33337], [4.31334, 1.42006, -5.93423], [5.77507, 1.38620, -2.45061], [0.59087, 3.14968, -0.22031], [0.76392, -4.03230, -3.55202], [4.95658, -1.84309, 3.49630], [4.62181, 3.18539, -3.82838], [0.75387, 3.10485, -4.69655], [3.04990, 2.57544, -6.37625], [0.36130, 2.22340, -3.19676], [4.11681, 0.03955, 2.15807], [6.20515, -1.80558, -4.94995], [-1.37099, -2.98886, -2.68013]]}

Record 4
{"formula": "CH11NO6", "method": "ωB97M-V with the def2-TZVPD basis set", "homo_lumo_gap_ha": 0.358, "e_above_lowest_kcal_mol": 33.0, "total_energy_ev": -14990.5935, "fmax_ev_per_a": 5.79, "smiles": "NC(=O)O.O.O.O.O", "elements": ["O", "O", "O", "O", "O", "O", "N", "C", "H", "H", "H", "H", "H", "H", "H", "H", "H", "H", "H"], "positions_angstrom": [[1.29292, -0.30609, 2.43112], [-2.24856, -0.96668, -0.19602], [-0.45590, -0.37210, -2.00445], [2.08374, 1.38194, -1.00166], [-0.04380, -1.89719, 1.64127], [-0.61904, 1.91720, 0.14963], [1.46229, -0.85139, 0.25802], [0.89592, -0.98046, 1.47080], [-2.50990, -1.52248, 0.60256], [0.97713, -1.14400, -0.59023], [1.24943, 1.07571, -1.25277], [-0.25154, 1.33147, 0.81302], [-0.79313, 2.77051, 0.60622], [-2.61454, -0.16902, 0.16579], [-0.97283, 0.27519, -2.49714], [-1.01605, -0.84378, -1.48612], [2.15225, -0.10603, 0.09711], [-0.66534, -1.83544, 2.44974], [2.07693, 2.24262, -1.65690]]}

Record 5
{"formula": "C22H34GeLiO9S3Te", "method": "ωB97M-V with the def2-TZVPD basis set", "homo_lumo_gap_ha": [0.170, 0.205], "total_energy_ev": -138318.1194, "total_charge": -2, "fmax_ev_per_a": 3.30, "spin_multiplicity": 2, "elements": ["Te", "Ge", "S", "S", "S", "O", "O", "O", "O", "O", "O", "O", "O", "O", "C", "C", "C", "C", "C", "C", "C", "C", "C", "C", "C", "C", "C", "C", "C", "C", "C", "C", "C", "C", "C", "C", "Li", "H", "H", "H", "H", "H", "H", "H", "H", "H", "H", "H", "H", "H", "H", "H", "H", "H", "H", "H", "H", "H", "H", "H", "H", "H", "H", "H", "H", "H", "H", "H", "H", "H", "H"], "positions_angstrom": [[2.35532, -0.41440, -0.69198], [-1.94676, 1.24379, -1.50867], [-0.19404, -3.30679, 0.48692], [1.39356, -0.90869, 2.23768], [5.64031, -0.26760, -1.37962], [-0.18080, 1.82022, -1.62151], [2.59931, -1.24899, 1.44218], [-2.03593, 0.67868, 0.30525], [0.80949, -2.58064, -0.29247], [0.28859, -0.41009, 1.42470], [-1.42473, -2.52853, 0.65171], [-1.40055, -0.53840, -1.78905], [-0.41280, -4.64789, -0.01953], [1.74151, -0.04530, 3.34490], [-4.39837, 0.79367, 0.79373], [0.91174, -2.46712, 2.93896], [4.69639, 1.55556, 0.10337], [-2.70190, 0.18533, 2.52256], [6.10198, 1.75724, 0.08558], [-0.72326, 4.20274, -1.62041], [-2.20403, -0.48372, -4.08679], [4.25518, 0.49608, -0.65449], [0.37500, -4.92734, 4.13418], [-1.79920, -2.62416, -2.88073], [0.12564, -1.18477, -3.55036], [6.75640, 0.84181, -0.68173], [-2.96361, 1.04718, 1.28515], [-1.31717, -1.18417, -3.04759], [0.80416, 3.18934, 0.08479], [0.32218, 3.10340, -1.36771], [1.50914, 3.32692, -2.30736], [0.39984, -3.52138, 2.17137], [-2.81553, 2.52732, 1.65662], [0.85880, -3.87618, 4.89398], [1.12913, -2.65542, 4.29571], [0.13714, -4.73938, 2.78184], [-0.73817, -0.86824, 0.01670], [-4.61980, 1.43426, -0.06267], [1.51222, -1.81500, 4.85933], [-1.13672, 4.09325, -2.62611], [-1.84710, 0.53489, -4.25750], [-1.79484, 2.71422, 1.99340], [1.17014, 3.28448, -3.34620], [-0.27654, 5.19613, -1.51794], [0.51267, -0.16358, -3.54792], [1.61145, 2.47101, 0.23169], [-2.18371, -1.02991, -5.03391], [0.74385, -1.78437, -2.88056], [-2.84838, -2.63146, -2.57242], [-4.48067, -0.24938, 0.48076], [-1.22426, -3.11947, -2.09906], [-3.01764, 3.15358, 0.78282], [-2.76910, -0.86683, 2.23755], [0.16759, -5.88389, 4.59856], [-1.68984, -3.18322, -3.81436], [7.81606, 0.75153, -0.86759], [-1.54550, 4.10802, -0.90624], [-3.41442, 0.41006, 3.32186], [-1.68315, 0.35698, 2.87341], [-5.12313, 0.99527, 1.58904], [6.60888, 2.54625, 0.62790], [-3.51115, 2.80259, 2.45575], [2.24020, 2.53097, -2.14984], [0.18706, -1.60180, -4.56062], [-0.27390, -5.52797, 2.16513], [-3.23248, -0.42711, -3.72293], [1.98273, 4.29632, -2.12145], [-0.01005, 2.90047, 0.75062], [4.01033, 2.17425, 0.66690], [1.01404, -4.00802, 5.95850], [1.15115, 4.19743, 0.33621]]}

Record 6
{"formula": "C3H7OS", "method": "ωB97M-V with the def2-TZVPD basis set", "homo_lumo_gap_ha": 0.243, "e_above_lowest_kcal_mol": 32.0, "total_energy_ev": -16106.8912, "total_charge": -1, "fmax_ev_per_a": 2.13, "elements": ["S", "O", "C", "C", "C", "H", "H", "H", "H", "H", "H", "H"], "positions_angstrom": [[-0.85468, -0.63368, 0.64467], [-3.43920, 2.73294, -0.39823], [-2.67581, 1.79696, -0.29599], [2.08364, -1.09705, 0.47518], [0.74256, -0.71739, -0.25329], [2.54376, -1.87055, -0.13656], [0.70710, -1.47678, -1.03833], [0.92167, 0.23805, -0.74179], [-2.14793, 1.43951, -1.20018], [1.80989, -1.46262, 1.47997], [-2.41909, 1.33082, 0.66502], [2.72810, -0.28022, 0.79952]]}